Record 1
Below is a molecular structure, C23H43InN2OP3Se in a non-equilibrium geometry, with properties calculated with wB97M-V/def2-TZVPD.

Geometry as XYZ:
```
74
Properties=species:S:1:pos:R:3
In -0.13 -1.67 -0.58
P 0.41 1.93 1.58
P -2.39 0.65 -0.13
P 2.40 -0.41 -0.59
H -1.14 -2.52 -3.58
C -0.30 -2.76 -2.89
C -0.67 -3.51 -1.72
H -1.76 -3.61 -1.53
C 0.38 3.66 0.96
C -0.90 2.11 2.86
C 1.83 2.14 2.73
C -3.15 -0.18 -1.59
C -3.61 0.06 1.13
C -3.16 2.32 -0.37
C 2.98 -1.25 -2.11
C 3.62 -0.99 0.67
C 3.06 1.30 -0.89
H 0.62 -3.01 -3.46
H -0.20 -4.45 -1.46
H 0.60 4.35 1.79
H -0.60 3.89 0.53
H 1.14 3.77 0.18
H -0.57 2.84 3.61
H -1.06 1.14 3.35
H -1.85 2.44 2.42
H 1.72 3.10 3.24
H 2.78 2.11 2.18
H 1.83 1.33 3.47
H -4.22 0.05 -1.62
H -3.01 -1.27 -1.50
H -2.66 0.16 -2.51
H -4.62 0.39 0.83
H -3.35 0.47 2.11
H -3.57 -1.04 1.18
H -4.26 2.19 -0.43
H -2.79 2.79 -1.29
H -2.93 2.97 0.48
H 4.07 -1.12 -2.20
H 2.50 -0.78 -2.98
H 2.70 -2.30 -2.09
H 4.59 -1.19 0.17
H 3.25 -1.92 1.14
H 3.74 -0.23 1.46
H 4.10 1.21 -1.25
H 3.06 1.90 0.03
H 2.44 1.79 -1.64
C 0.26 1.44 -4.54
C -0.17 0.14 -4.83
C 0.16 -0.45 -6.06
C 0.99 0.23 -6.97
C 1.50 1.50 -6.64
C 1.12 2.09 -5.44
Se -0.57 2.59 -3.20
H 0.65 2.95 -2.40
H -0.80 -0.38 -4.09
H -0.23 -1.44 -6.32
H 1.25 -0.20 -7.93
H 2.18 2.05 -7.29
H 1.43 3.10 -5.18
N -0.17 -2.07 7.30
C -1.13 -2.48 6.40
O -2.13 -3.07 6.75
C -0.80 -2.23 4.94
C 0.43 -1.74 4.48
C 0.66 -1.68 3.10
N -0.26 -2.10 2.20
C -1.46 -2.52 2.63
C -1.78 -2.59 3.99
H -0.39 -2.18 8.29
H 0.49 -1.33 7.09
H 1.21 -1.42 5.16
H 1.61 -1.32 2.70
H -2.18 -2.86 1.87
H -2.77 -2.92 4.27
```

Output
- HOMO-LUMO gap (spin up / spin down): 4.484 / 3.398 eV
- ΔE to the lowest compared entry with this formula, charge and spin: 4.274 eV
- Net charge: +3
- Multiplicity: 1
- Maximum force: 0.08618 hartree/bohr
- HOMO energy (spin up / spin down): -15.98 / -15.96 eV
- E: -4701.4416 a.u.

Record 2
Below is a molecular structure, C23H43N2NdO2P2 in a non-equilibrium geometry, with properties calculated with wB97M-V/def2-TZVPD.

Geometry as XYZ:
```
73
Properties=species:S:1:pos:R:3
C -0.71 0.56 -5.26
C -0.70 0.02 -3.96
N 0.17 0.48 -3.03
C 0.96 1.53 -3.32
C 0.91 2.17 -4.56
C 0.10 1.65 -5.56
C -1.70 -1.07 -3.66
P -2.32 -1.27 -1.92
Nd -0.03 -0.31 -0.55
P 2.41 1.09 -0.84
C 1.87 2.15 -2.27
O -0.68 -3.56 -4.28
O 0.67 -4.04 -2.11
H -1.38 0.12 -5.99
H 1.51 3.06 -4.71
H 0.08 2.09 -6.55
C -3.82 -0.22 -1.95
C -3.07 -2.94 -1.86
H 2.81 2.48 -2.75
H 1.38 3.04 -1.84
H -1.28 -2.09 -3.97
H -2.61 -0.87 -4.24
C 2.87 2.27 0.48
C 4.04 0.57 -1.48
H 1.01 -3.13 -1.77
H 0.53 -4.59 -1.33
H -0.15 -3.86 -3.47
H -0.04 -3.42 -4.99
H -1.20 1.35 -0.83
H 1.18 -1.75 -1.42
H -4.58 -0.68 -2.61
H -4.22 -0.13 -0.93
H -3.55 0.78 -2.30
H -3.87 -3.03 -2.60
H -2.31 -3.71 -2.04
H -3.49 -3.10 -0.85
H 4.71 1.44 -1.57
H 4.49 -0.18 -0.81
H 3.90 0.11 -2.47
H 3.74 2.89 0.19
H 2.02 2.92 0.73
H 3.12 1.70 1.39
C -0.02 1.59 6.51
C -0.22 1.66 5.01
C -0.61 2.88 4.44
C -0.83 2.98 3.05
C -1.28 4.29 2.46
C -0.62 1.86 2.25
C -0.19 0.61 2.78
C -0.02 0.54 4.20
N 0.03 -0.43 1.91
C 0.36 -1.78 2.39
C 1.73 -1.81 3.08
C -0.75 -2.35 3.28
C 0.45 -2.70 1.17
H 0.72 2.33 6.84
H -0.96 1.82 7.03
H 0.32 0.59 6.81
H -0.75 3.75 5.08
H -2.26 4.60 2.87
H -0.57 5.11 2.68
H -1.37 4.20 1.37
H -0.82 1.94 1.18
H 0.27 -0.39 4.68
H 1.79 -1.14 3.95
H 1.94 -2.83 3.42
H 2.51 -1.50 2.38
H -1.69 -2.38 2.72
H -0.48 -3.37 3.57
H -0.92 -1.76 4.18
H -0.51 -2.77 0.63
H 1.25 -2.38 0.48
H 0.72 -3.72 1.48
```

Output
- HOMO-LUMO gap (spin up / spin down): 6.653 / 6.666 eV
- ⟨S²⟩: 3.75
- Multiplicity: 4
- Maximum force: 0.05531 hartree/bohr
- HOMO energy (spin up / spin down): -6.27 / -6.28 eV
- E: -2406.2465 a.u.

Record 3
Below is a molecular structure, C23H43N2O2P3Ru in a non-equilibrium geometry, with properties calculated with wB97M-V/def2-TZVPD.

Geometry as XYZ:
```
74
Properties=species:S:1:pos:R:3
Ru -0.22 0.21 -0.19
P 1.30 -0.77 1.13
P 1.19 2.03 -0.64
P -1.11 -1.80 -0.84
H -0.47 2.85 -5.92
C -1.00 1.92 -5.73
C -2.32 2.02 -5.05
H -2.17 2.87 -4.35
C 2.72 -1.55 0.28
C 2.07 0.38 2.34
C 0.78 -2.11 2.29
C 0.86 3.27 -1.99
C 1.24 3.20 0.80
C 2.95 1.66 -1.04
C -2.46 -1.65 -2.06
C -1.92 -2.92 0.40
C 0.11 -2.92 -1.64
H -0.92 1.16 -6.55
H -3.14 2.32 -5.72
H 3.43 -1.90 1.04
H 3.22 -0.83 -0.38
H 2.37 -2.40 -0.33
H 2.76 -0.19 2.98
H 1.28 0.82 2.97
H 2.61 1.20 1.84
H 1.60 -2.84 2.38
H -0.12 -2.62 1.93
H 0.57 -1.67 3.28
H 1.61 4.07 -1.97
H -0.14 3.69 -1.83
H 0.88 2.76 -2.97
H 2.26 3.54 1.01
H 0.83 2.72 1.70
H 0.61 4.07 0.57
H 3.43 2.53 -1.53
H 2.98 0.82 -1.75
H 3.53 1.40 -0.15
H -3.22 -2.42 -1.88
H -2.13 -1.72 -3.11
H -2.93 -0.67 -1.92
H -2.83 -3.35 -0.03
H -2.21 -2.33 1.28
H -1.26 -3.74 0.69
H -0.37 -3.53 -2.41
H 0.58 -3.58 -0.90
H 0.88 -2.30 -2.12
C -1.08 0.67 -3.81
C 0.08 -0.02 -4.22
C -0.13 -1.03 -5.13
C -1.46 -1.25 -5.63
C -2.54 -0.51 -5.30
C -2.48 0.66 -4.35
O -1.00 1.36 -2.72
H -0.10 0.57 -1.90
H 1.04 0.19 -3.74
H 0.74 -1.65 -5.40
H -1.55 -2.13 -6.30
H -3.48 -0.64 -5.84
H -3.24 0.64 -3.54
N -3.48 2.19 5.88
C -3.41 2.88 4.70
O -3.87 4.00 4.59
C -2.80 2.18 3.55
C -2.39 0.84 3.58
C -1.77 0.26 2.46
N -1.51 0.98 1.34
C -2.02 2.23 1.23
C -2.64 2.85 2.32
H -3.83 2.67 6.69
H -2.97 1.35 6.06
H -2.51 0.19 4.45
H -1.45 -0.79 2.46
H -1.89 2.73 0.24
H -2.95 3.89 2.18
```

Output
- HOMO-LUMO gap (spin up / spin down): 5.273 / 3.389 eV
- ⟨S²⟩: 8.81
- ΔE to the lowest compared entry with this formula, charge and spin: 1.855 eV
- Net charge: +3
- Multiplicity: 6
- Maximum force: 0.09138 hartree/bohr
- HOMO energy (spin up / spin down): -15.62 / -16.65 eV
- E: -2279.9519 a.u.

Record 4
Below is a molecular structure, C23H44BN7O6S, with properties calculated with wB97M-V/def2-TZVPD.

Geometry as XYZ:
```
82
Properties=species:S:1:pos:R:3
C -3.06 4.73 2.88
C -3.59 3.80 1.76
B -3.35 2.27 2.05
O -4.37 1.46 2.53
C -1.95 1.62 1.72
C -0.78 2.16 2.36
C 0.47 1.68 2.12
C 0.60 0.63 1.18
N 1.76 0.06 0.82
S 1.36 -1.08 -0.24
N -0.22 -0.93 -0.29
C -0.55 0.07 0.54
C -1.83 0.59 0.84
H -3.61 5.68 2.85
H -3.24 4.31 3.87
H -2.01 4.97 2.75
H -3.09 4.02 0.82
H -4.66 3.97 1.62
H -4.56 1.57 3.47
H -0.88 2.97 3.07
H 1.34 2.09 2.60
H -2.70 0.18 0.34
C -1.90 -3.59 4.54
O -0.83 -4.15 4.70
N -2.26 -2.95 3.41
C -3.54 -2.29 3.27
C -1.32 -2.92 2.30
H -2.67 -3.56 5.32
H -4.10 -2.73 2.44
H -3.40 -1.22 3.07
H -4.12 -2.40 4.18
H -1.09 -3.93 1.97
H -0.39 -2.44 2.61
H -1.76 -2.36 1.47
C 4.00 3.16 -2.48
O 4.60 4.13 -2.91
N 3.73 2.05 -3.19
C 3.01 0.94 -2.62
C 4.17 1.98 -4.58
H 3.62 3.12 -1.45
H 3.63 0.04 -2.65
H 2.09 0.75 -3.19
H 2.75 1.15 -1.59
H 5.25 2.07 -4.63
H 3.73 2.79 -5.15
H 3.88 1.03 -5.00
C 5.45 0.08 -7.59
O 5.33 -0.04 -6.39
N 6.60 0.41 -8.20
C 6.70 0.55 -9.64
C 7.79 0.62 -7.39
H 4.61 -0.05 -8.29
H 7.42 -0.16 -10.05
H 7.02 1.56 -9.90
H 5.73 0.36 -10.10
H 8.02 -0.28 -6.82
H 7.62 1.43 -6.68
H 8.63 0.87 -8.03
C 4.08 -3.83 5.48
O 5.13 -3.30 5.18
N 3.29 -4.51 4.64
C 2.04 -5.13 5.05
C 3.71 -4.63 3.25
H 3.68 -3.79 6.51
H 2.09 -6.21 4.89
H 1.21 -4.71 4.49
H 1.87 -4.94 6.11
H 4.68 -5.13 3.19
H 3.82 -3.65 2.80
H 2.97 -5.21 2.70
C -8.13 2.31 -0.54
O -7.17 2.60 -1.23
N -8.15 1.30 0.35
C -9.32 0.99 1.14
C -6.95 0.49 0.50
H -9.08 2.86 -0.59
H -9.09 1.08 2.21
H -9.67 -0.02 0.94
H -10.12 1.69 0.90
H -6.12 1.12 0.81
H -6.69 0.02 -0.45
H -7.12 -0.27 1.25
```

Output
- HOMO-LUMO gap: 8.013 eV
- Multiplicity: 1
- Maximum force: 0.01066 hartree/bohr
- HOMO energy: -8.77 eV
- E: -2160.5997 a.u.

What is the multiplicity in the fourth record? 1

Look up the E of the fourth one. -2160.5997 a.u.

Among the records above, which one has the lowest maximum force? C23H44BN7O6S